Entry 1:
{"formula": "C5H4IrLiO6", "method": "ωB97M-V/def2-TZVPD", "homo_lumo_gap_ev": [9.766, 6.230], "relative_energy_kj_mol": 62.5, "multiplicity": 6, "total_energy_ev": -20538.4297, "total_charge": 3, "lumo_energy_ev": [-11.7443, -16.0733], "elements": ["O", "C", "O", "O", "Ir", "O", "C", "O", "O", "C", "C", "C", "Li", "H", "H", "H", "H"], "xyz": [[-3.130, 0.266, -6.208], [-2.571, 0.192, -5.215], [-2.042, 0.085, -4.177], [-0.839, -0.725, -0.925], [-1.115, -0.196, -2.565], [2.322, 0.843, 3.529], [1.811, 0.591, 2.419], [2.424, 0.072, 1.455], [0.502, 0.916, 2.268], [-0.012, 0.811, 0.964], [-0.157, -1.431, 1.205], [-0.736, -0.508, 0.288], [3.939, 0.016, 2.752], [0.648, 1.281, 0.222], [-0.829, 1.549, 0.937], [-0.379, -1.379, 2.272], [0.163, -2.384, 0.779]], "mulliken_spin": [0.049, -0.026, 0.063, 0.300, 2.735, 0.711, -0.071, 0.362, 0.007, 0.017, 0.488, 0.287, 0.000, -0.007, 0.044, 0.014, 0.026]}

Entry 2:
{"formula": "C5H4IrNO5", "method": "ωB97M-V/def2-TZVPD", "homo_lumo_gap_ev": [7.428, 6.592], "relative_energy_kj_mol": 172.1, "multiplicity": 6, "total_energy_ev": -19768.5429, "total_charge": 3, "lumo_energy_ev": [-14.0585, -20.3538], "elements": ["O", "C", "Ir", "C", "O", "C", "O", "C", "O", "C", "O", "H", "N", "H", "H", "H"], "xyz": [[-0.036, 3.243, 0.124], [-0.025, 2.111, -0.133], [0.004, -0.063, -0.501], [0.022, -2.011, -0.058], [0.028, -3.141, 0.031], [-0.091, -0.871, -2.373], [-0.101, -0.930, -3.522], [1.993, 0.026, -0.268], [3.123, 0.040, -0.068], [-1.986, 0.022, -0.259], [-3.122, 0.001, -0.084], [0.155, 1.376, -1.507], [0.009, 0.047, 1.880], [-0.824, 0.529, 2.234], [0.842, 0.530, 2.230], [0.010, -0.908, 2.273]], "mulliken_spin": [0.306, 0.363, 2.408, 0.234, 0.010, 0.198, 0.134, 0.122, 0.084, 0.119, 0.078, 0.444, 0.547, -0.011, -0.014, -0.021]}

Entry 3:
{"formula": "C5H4N", "method": "ωB97M-V/def2-TZVPD", "homo_lumo_gap_ev": [7.557, 7.559], "relative_energy_kj_mol": 500.5, "total_energy_ev": -6723.1525, "total_charge": 1, "lumo_energy_ev": [-8.1324, -8.1308], "elements": ["C", "N", "C", "C", "C", "C", "H", "H", "H", "H"], "xyz": [[-0.567, 0.317, -0.271], [0.111, -0.951, -0.475], [1.071, -1.701, 0.285], [1.341, -2.722, -0.544], [0.662, -2.941, -1.678], [0.342, -1.652, -1.691], [-1.594, 0.215, -0.188], [-0.155, 0.949, 0.535], [-0.612, 0.990, -1.095], [1.409, -1.487, 1.248]], "mulliken_charge": [-0.773, 0.183, -0.264, 0.196, 0.030, 0.106, 0.368, 0.318, 0.370, 0.467]}

Entry 4:
{"formula": "C5H4N", "method": "ωB97M-V/def2-TZVPD", "homo_lumo_gap_ev": [7.625, 7.626], "relative_energy_kj_mol": 485.3, "total_energy_ev": -6723.3105, "total_charge": 1, "lumo_energy_ev": [-8.0035, -8.0021], "elements": ["C", "N", "C", "C", "C", "C", "H", "H", "H", "H"], "xyz": [[-1.328, -0.388, 0.155], [0.064, -0.034, 0.198], [0.648, 0.907, -0.618], [1.954, 0.576, -0.314], [2.385, -0.184, 0.698], [1.157, -0.787, 0.476], [-1.724, -0.107, 1.250], [-1.926, 0.106, -0.662], [-1.337, -1.483, 0.132], [0.107, 1.394, -1.314]], "mulliken_charge": [-0.716, 0.217, -0.217, 0.143, 0.010, 0.155, 0.301, 0.325, 0.337, 0.446]}

Entry 5:
{"formula": "C5H4N", "method": "ωB97M-V/def2-TZVPD", "homo_lumo_gap_ev": [7.676, 6.604], "relative_energy_kj_mol": 301.6, "multiplicity": 3, "total_energy_ev": -6723.6964, "total_charge": 1, "lumo_energy_ev": [-6.9669, -9.4936], "elements": ["C", "C", "C", "C", "C", "N", "H", "H", "H", "H"], "xyz": [[1.175, 0.193, -0.155], [2.238, -0.524, 0.162], [0.329, 1.403, -0.044], [-1.054, -0.321, 0.044], [0.293, -0.926, -0.088], [-0.879, 1.073, 0.087], [0.713, 2.409, -0.040], [-1.731, -0.604, -0.784], [-1.578, -0.715, 0.935], [0.494, -1.988, -0.116]], "mulliken_spin": [0.091, 1.522, 0.054, 0.014, 0.228, 0.042, 0.001, -0.001, 0.027, 0.023]}

Entry 6:
{"formula": "C5H4N2", "method": "ωB97M-V/def2-TZVPD", "homo_lumo_gap_ev": 9.969, "relative_energy_kj_mol": 206.6, "total_energy_ev": -8227.3521, "total_charge": 0, "lumo_energy_ev": 0.9599, "elements": ["C", "C", "C", "C", "N", "N", "C", "H", "H", "H", "H"], "xyz": [[2.739, -0.620, 0.052], [1.610, -0.203, 0.096], [0.237, 0.164, 0.102], [-0.437, 1.260, -0.522], [-1.741, 1.109, -0.497], [-1.946, -0.040, 0.196], [-0.780, -0.629, 0.562], [3.745, -0.972, 0.041], [0.005, 2.127, -0.995], [-2.655, -0.651, -0.170], [-0.776, -1.545, 1.135]], "mulliken_charge": [0.056, -0.493, 0.238, -0.316, -0.670, 0.084, -0.463, 0.422, 0.448, 0.258, 0.435]}

Entry 7:
{"formula": "C5H4N2", "method": "ωB97M-V/def2-TZVPD", "homo_lumo_gap_ev": 8.938, "relative_energy_kj_mol": 466.1, "total_energy_ev": -8224.6629, "total_charge": 0, "lumo_energy_ev": -0.6990, "elements": ["C", "C", "C", "C", "C", "N", "N", "H", "H", "H", "H"], "xyz": [[3.042, 0.516, 0.351], [1.790, 0.305, 0.108], [0.377, 0.031, 0.282], [-0.318, -1.101, -0.078], [-1.653, -0.664, -0.133], [-1.769, 0.633, 0.120], [-0.517, 1.044, 0.341], [1.541, 0.341, -0.989], [0.103, -2.071, -0.310], [-2.533, -1.250, -0.348], [-0.322, 2.017, 0.527]], "mulliken_charge": [-0.252, -0.165, 0.227, -0.309, -0.334, -0.802, 0.314, 0.250, 0.374, 0.442, 0.255]}

Entry 8:
{"formula": "C5H4N2", "method": "ωB97M-V/def2-TZVPD", "homo_lumo_gap_ev": 10.266, "relative_energy_kj_mol": 223.1, "total_energy_ev": -8227.1807, "total_charge": 0, "lumo_energy_ev": 1.0211, "elements": ["C", "C", "C", "C", "C", "N", "N", "H", "H", "H", "H"], "xyz": [[-2.963, -0.152, -0.248], [-1.780, -0.034, -0.070], [-0.372, 0.027, 0.137], [0.614, 0.781, -0.564], [1.806, 0.328, -0.077], [1.507, -0.594, 0.904], [0.173, -0.786, 1.011], [-4.013, -0.250, -0.395], [0.433, 1.529, -1.322], [2.820, 0.636, -0.311], [1.844, -1.540, 0.955]], "mulliken_charge": [0.203, -0.289, 0.200, -0.471, -0.493, 0.051, -0.660, 0.404, 0.364, 0.412, 0.280]}

Entry 9:
{"formula": "C5H4N2", "method": "ωB97M-V/def2-TZVPD", "homo_lumo_gap_ev": 9.978, "relative_energy_kj_mol": 405.3, "total_energy_ev": -8225.2929, "total_charge": 0, "lumo_energy_ev": 0.4627, "elements": ["C", "C", "C", "C", "N", "N", "C", "H", "H", "H", "H"], "xyz": [[-1.217, 1.492, 1.969], [-0.732, 0.802, 1.107], [-0.133, -0.017, 0.102], [0.487, 0.388, -1.108], [0.862, -0.808, -1.823], [0.638, -1.828, -1.026], [-0.007, -1.399, 0.077], [-1.663, 2.104, 2.725], [0.416, 1.353, -1.610], [1.680, 0.036, -1.231], [-0.331, -2.122, 0.818]], "mulliken_charge": [0.188, -0.545, 0.290, -0.422, -0.348, -0.456, -0.331, 0.409, 0.472, 0.270, 0.473]}

Entry 10:
{"formula": "C5H4N2", "method": "ωB97M-V/def2-TZVPD", "homo_lumo_gap_ev": 10.038, "relative_energy_kj_mol": 210.4, "total_energy_ev": -8227.3126, "total_charge": 0, "lumo_energy_ev": 0.9382, "elements": ["C", "C", "C", "C", "C", "N", "N", "H", "H", "H", "H"], "xyz": [[-1.741, -0.461, 2.164], [-1.053, -0.322, 1.183], [-0.181, -0.092, 0.070], [0.735, 0.927, -0.066], [1.389, 0.667, -1.293], [0.920, -0.412, -1.907], [-0.091, -0.887, -1.019], [-2.349, -0.584, 3.036], [0.859, 1.714, 0.662], [2.231, 1.155, -1.791], [-0.718, -1.707, -1.039]], "mulliken_charge": [0.199, -0.459, 0.146, -0.407, -0.414, -0.645, 0.094, 0.417, 0.368, 0.436, 0.264]}

- Number 1 is which compound?
  C5H4IrLiO6